{"formula": "C26H76O12", "method": "wB97M-V/def2-TZVPD", "charge": 0, "e_tot_ev": -52756.5504, "gap_ha": 0.2971, "relative_energy_kcal_mol": 151.67, "spin_multiplicity": 1, "e_lumo_ev": 0.3, "elements": ["C", "C", "O", "H", "H", "H", "H", "H", "H", "C", "C", "O", "H", "H", "H", "H", "H", "H", "C", "C", "O", "H", "H", "H", "H", "H", "H", "C", "C", "O", "H", "H", "H", "H", "H", "H", "C", "C", "O", "H", "H", "H", "H", "H", "H", "C", "C", "O", "H", "H", "H", "H", "H", "H", "C", "C", "O", "H", "H", "H", "H", "H", "H", "C", "C", "O", "H", "H", "H", "H", "H", "H", "C", "C", "O", "H", "H", "H", "H", "H", "H", "C", "C", "O", "H", "H", "H", "H", "H", "H", "C", "C", "C", "O", "H", "H", "H", "H", "H", "H", "H", "H", "C", "C", "C", "O", "H", "H", "H", "H", "H", "H", "H", "H"], "coordinates": [[6.75017, 1.64575, 19.00186], [5.48849, 2.40621, 18.60034], [5.38184, 2.55719, 17.19142], [6.66940, 0.57476, 18.80587], [7.01091, 1.81319, 20.04542], [7.57868, 1.99666, 18.37870], [5.53862, 3.38089, 19.09356], [4.60063, 1.92514, 19.02927], [5.70804, 1.73382, 16.79413], [9.78351, 6.11626, 18.78091], [8.71639, 5.12660, 18.34214], [8.47129, 5.28606, 16.93467], [9.65712, 7.04068, 18.21513], [10.80256, 5.75911, 18.63089], [9.68094, 6.35660, 19.84080], [7.79462, 5.28762, 18.90452], [9.07030, 4.10333, 18.50620], [7.53180, 5.09138, 16.81643], [1.79163, -0.99574, 13.72822], [1.82797, 0.38647, 14.33873], [0.53143, 0.74154, 14.84391], [1.41070, -1.71149, 14.46543], [2.77730, -1.33719, 13.41916], [1.04765, -1.04965, 12.92912], [2.14083, 1.09217, 13.56092], [2.53258, 0.40543, 15.16897], [-0.15803, 0.46622, 14.23363], [7.43882, 0.87822, 14.26633], [6.09066, 0.33374, 14.63624], [6.04236, 0.12442, 16.07204], [7.64218, 1.76855, 14.86049], [7.51950, 1.11535, 13.20419], [8.19587, 0.12257, 14.47968], [5.86156, -0.63057, 14.17620], [5.26504, 0.99989, 14.37693], [6.14328, -0.80143, 16.30234], [0.77415, 3.45521, 17.85828], [1.93365, 2.56774, 17.49953], [1.55449, 1.19101, 17.46805], [0.34381, 3.08463, 18.79030], [-0.02837, 3.39821, 17.11723], [1.04211, 4.51003, 17.93648], [2.73694, 2.72028, 18.21873], [2.34337, 2.75845, 16.50317], [1.23430, 1.01075, 16.57765], [6.31813, 8.84982, 15.32054], [5.25097, 8.55505, 16.34138], [5.57214, 7.42604, 17.15951], [6.54238, 7.99886, 14.67412], [7.25675, 9.19182, 15.75689], [5.93824, 9.63261, 14.65435], [4.34447, 8.29626, 15.77002], [4.98079, 9.39320, 16.97783], [5.69033, 6.68383, 16.53886], [7.31891, 6.47939, 10.69427], [8.47150, 7.44640, 10.90619], [8.23206, 8.66962, 10.22693], [7.41292, 5.61235, 11.35669], [7.30427, 6.12629, 9.65993], [6.35377, 6.92256, 10.94286], [9.40183, 6.96093, 10.59382], [8.53196, 7.66844, 11.96872], [8.21292, 8.50511, 9.27965], [3.40335, 4.54072, 10.75885], [3.82398, 3.09753, 10.97371], [2.74415, 2.24304, 10.55435], [3.14030, 4.72884, 9.71518], [4.23695, 5.20774, 10.99825], [2.54057, 4.81021, 11.36410], [3.97885, 2.92313, 12.03539], [4.72885, 2.90263, 10.39378], [2.50368, 2.51927, 9.66340], [10.79390, 7.86673, 14.81844], [10.17389, 6.74210, 14.00717], [8.82846, 6.57088, 14.35162], [11.82976, 8.09708, 14.57273], [10.74234, 7.59979, 15.87909], [10.18114, 8.76657, 14.72100], [10.80087, 5.84470, 14.15162], [10.30904, 6.89514, 12.93566], [8.78753, 6.39547, 15.30436], [0.61392, 4.88076, 11.64091], [1.03553, 3.43783, 11.78014], [1.15435, 2.89734, 10.45218], [1.42463, 5.55839, 11.37467], [0.18281, 5.24711, 12.57590], [-0.16072, 4.94257, 10.87635], [0.25020, 2.87631, 12.29615], [1.97915, 3.35220, 12.32627], [1.63570, 2.06347, 10.50785], [6.01838, 4.63584, 13.60930], [5.10048, 5.06366, 14.73040], [3.75759, 4.36337, 14.76095], [5.78936, 4.96638, 15.99194], [6.93329, 5.23219, 13.66783], [5.54839, 4.81606, 12.64466], [6.35777, 3.60623, 13.75048], [4.86115, 6.12599, 14.57293], [3.13743, 4.76761, 13.95950], [3.24056, 4.50245, 15.70995], [3.87060, 3.27932, 14.64114], [5.39583, 4.25927, 16.53621], [3.22809, 4.60159, 20.48184], [3.53267, 5.55570, 19.34647], [2.57539, 6.73152, 19.44657], [4.86495, 6.01235, 19.42688], [3.87549, 3.72666, 20.49044], [2.17365, 4.32644, 20.48952], [3.39031, 5.09343, 21.44842], [3.34528, 5.02211, 18.40086], [1.53012, 6.40420, 19.50471], [2.62514, 7.44203, 18.61947], [2.74543, 7.26506, 20.38545], [5.07096, 6.49835, 18.60601]], "forces_ev_per_angstrom": [[0.09, -0.06, -0.56], [0.35, -0.15, 0.91], [-0.12, 0.25, 0.34], [-0.11, 0.00, 0.15], [-0.09, -0.06, 0.05], [0.02, 0.11, 0.16], [-0.05, 0.25, -0.55], [0.00, -0.15, -0.27], [-0.17, -0.09, 0.00], [-0.06, 0.18, 0.13], [0.52, 0.07, -0.29], [-0.16, -0.04, 0.48], [-0.02, 0.03, 0.07], [-0.06, -0.09, -0.17], [-0.01, -0.04, -0.01], [-0.04, 0.00, -0.04], [-0.15, -0.01, 0.17], [0.00, 0.00, -0.55], [-0.55, -0.54, 0.61], [-0.44, -0.33, -0.76], [0.59, 0.23, 0.23], [0.24, 0.07, 0.12], [-0.05, 0.06, -0.31], [0.39, 0.14, -0.36], [0.05, 0.22, 0.21], [-0.08, 0.21, 0.08], [0.09, -0.03, -0.09], [0.22, -0.16, -0.19], [-0.39, -0.77, 0.61], [-0.14, 0.38, -0.31], [0.10, 0.05, -0.07], [-0.14, 0.11, 0.02], [0.09, 0.10, 0.09], [0.17, 0.11, -0.29], [0.09, 0.17, 0.10], [0.02, 0.01, -0.13], [-0.67, 0.00, -0.22], [0.11, -0.43, -0.72], [0.26, 0.03, 0.59], [0.07, 0.25, 0.13], [0.11, -0.10, -0.09], [0.15, -0.05, 0.19], [0.05, -0.30, 0.05], [0.03, 0.55, 0.16], [-0.42, 0.00, 0.19], [0.16, 0.63, -0.28], [-0.63, -0.89, -0.41], [0.09, 0.41, -0.33], [-0.04, -0.17, 0.19], [-0.02, -0.04, 0.08], [0.15, 0.06, 0.07], [-0.09, 0.18, 0.17], [0.31, 0.06, 0.15], [0.13, -0.19, 0.46], [0.02, -0.46, 0.16], [-0.75, -0.30, 0.04], [0.30, 0.17, 0.06], [0.20, 0.01, -0.19], [-0.14, -0.01, 0.01], [0.07, 0.26, -0.12], [0.11, 0.20, -0.02], [0.12, 0.24, -0.03], [0.00, -0.06, 0.01], [0.78, 0.32, -0.03], [-0.08, 0.19, -0.48], [17.90, -5.01, -0.27], [-0.01, -0.05, -0.04], [0.00, -0.06, -0.03], [1.70, -0.28, -0.43], [0.20, -0.30, -0.01], [0.15, -0.23, 0.19], [1.56, 0.33, -0.34], [-0.44, 0.25, 0.33], [1.55, -0.18, 0.07], [-0.24, -0.12, -0.38], [-0.01, -0.10, -0.14], [0.15, -0.04, -0.03], [0.15, 0.06, -0.17], [-0.45, -0.17, 0.37], [-0.61, 0.39, -0.03], [-0.05, -0.22, 0.10], [-1.15, 0.45, 0.54], [-1.35, -0.56, -1.52], [-14.33, 6.28, 0.18], [-0.98, 0.23, 0.00], [-0.01, -0.01, 0.04], [0.04, 0.04, 0.01], [0.14, 0.09, 0.32], [-0.19, -0.27, 0.22], [-4.40, -1.19, 1.68], [0.53, 0.19, 0.43], [-0.22, 0.42, 0.22], [0.13, -0.46, -0.03], [-0.26, 0.14, -0.26], [-0.09, 0.09, -0.10], [0.03, -0.26, -0.05], [-0.36, -0.15, -0.23], [0.24, 0.03, 0.15], [-0.09, -0.17, -0.02], [0.02, 0.29, -0.01], [-0.03, 0.05, -0.12], [0.18, -0.29, -0.18], [0.30, 0.17, 0.73], [-0.60, 0.23, 0.01], [-0.76, 0.26, 0.17], [0.26, -0.47, -0.08], [-0.16, -0.13, -0.17], [0.06, -0.27, -0.26], [0.11, 0.15, -0.15], [0.19, 0.07, -0.06], [0.11, -0.15, -0.15], [0.30, -0.07, -0.02], [0.23, 0.06, -0.11], [-0.04, 0.18, 0.23]]}



{"formula": "C29H38ClO12PS", "method": "wB97M-V/def2-TZVPD", "charge": 0, "e_tot_ev": -87899.0426, "gap_ha": 0.2409, "smiles": "COCCCc1cc(C[C@@H](C)Cl)cc2c1C(=O)C=C([PH2]=S)C2=O.C[C@@H]1COC(=O)O1.C[C@@H]1COC(=O)O1.C[C@@H]1COC(=O)O1", "spin_multiplicity": 1, "e_lumo_ev": -1.9, "elements": ["C", "O", "C", "C", "C", "C", "C", "C", "C", "C", "C", "Cl", "C", "C", "C", "C", "O", "C", "C", "P", "S", "C", "O", "H", "H", "H", "H", "H", "H", "H", "H", "H", "H", "H", "H", "H", "H", "H", "H", "H", "H", "H", "H", "C", "C", "C", "O", "C", "O", "O", "H", "H", "H", "H", "H", "H", "C", "C", "C", "O", "C", "O", "O", "H", "H", "H", "H", "H", "H", "C", "C", "C", "O", "C", "O", "O", "H", "H", "H", "H", "H", "H"], "coordinates": [[1.81462, -2.22768, 2.07362], [1.35057, -2.65340, 0.76624], [-0.06313, -2.32307, 0.59144], [-0.56159, -2.44705, -0.92245], [0.05181, -1.35646, -1.93702], [0.60426, -0.06234, -1.14146], [2.13987, 0.13691, -1.13462], [2.85000, 1.32053, -0.39030], [4.43362, 1.49208, -0.45582], [5.26305, 0.52109, 0.51721], [5.42817, 1.12867, 2.02920], [4.68953, -1.21859, 0.55035], [1.87986, 2.30970, 0.36530], [0.32129, 2.12371, 0.36361], [-0.36437, 0.93058, -0.41635], [-1.93953, 0.76486, -0.45092], [-2.58706, 0.06104, -1.28287], [-2.78779, 1.58417, 0.61540], [-2.21318, 2.68621, 1.33460], [-3.38577, 3.54007, 2.56990], [-4.61014, 2.21097, 3.36474], [-0.67667, 3.13213, 1.11455], [-0.33133, 4.28325, 1.51358], [2.74133, -2.85806, 2.35976], [1.04946, -2.37499, 2.91348], [2.14507, -1.12780, 2.02597], [-0.63795, -3.13420, 1.19338], [-0.30513, -1.32951, 1.10346], [-1.70783, -2.47148, -0.94507], [-0.20400, -3.48023, -1.30428], [-0.78327, -1.01150, -2.64134], [0.87054, -1.83771, -2.59807], [2.83110, -0.60250, -1.68826], [4.78907, 1.35372, -1.53117], [4.65528, 2.57731, -0.11659], [6.34346, 0.49644, 0.10138], [6.54398, 1.06080, 2.30607], [5.02624, 2.19522, 2.02198], [4.86903, 0.41024, 2.71636], [2.37438, 3.19643, 0.90426], [-3.87989, 1.28288, 0.76443], [-4.19687, 4.44824, 1.79666], [-2.71016, 4.16233, 3.66506], [-5.40395, -1.10837, -1.94901], [-6.44708, -2.10235, -1.48612], [-5.88615, -3.45530, -1.15938], [-6.99312, -4.31305, -1.41061], [-7.75781, -3.69429, -2.35543], [-8.65568, -4.21906, -2.94881], [-7.36307, -2.40254, -2.53685], [-4.65140, -0.93568, -1.17794], [-4.90561, -1.45563, -2.85869], [-5.87539, -0.15367, -2.19754], [-7.01639, -1.68865, -0.64636], [-5.56393, -3.53313, -0.11952], [-5.05956, -3.75551, -1.81218], [9.33005, -5.36696, 1.40041], [8.03155, -5.06906, 2.11893], [6.89054, -4.75523, 1.19583], [6.07178, -3.91351, 1.99831], [6.90195, -3.29747, 2.88717], [6.58591, -2.37246, 3.57896], [8.13883, -3.87051, 2.88202], [9.23104, -6.23799, 0.74856], [9.65331, -4.51077, 0.80155], [10.12700, -5.55985, 2.12345], [7.78260, -5.88735, 2.80360], [6.34415, -5.64893, 0.88948], [7.19062, -4.19736, 0.30240], [-4.56193, 7.33135, -2.66542], [-4.33900, 6.18439, -1.70333], [-4.61946, 4.83561, -2.29867], [-4.99289, 4.07141, -1.15803], [-5.51640, 4.94943, -0.25635], [-6.11488, 4.62803, 0.73178], [-5.27236, 6.23747, -0.62667], [-3.90588, 7.25164, -3.53523], [-5.60067, 7.36225, -3.00632], [-4.36900, 8.28545, -2.16791], [-3.32923, 6.23648, -1.28120], [-3.74286, 4.40366, -2.78458], [-5.45560, 4.83449, -3.00570]], "forces_ev_per_angstrom": [[0.90, 0.02, 0.45], [-1.05, 0.83, 0.60], [-0.79, -1.19, 0.66], [0.87, -0.66, 0.10], [-0.22, 0.77, 0.28], [1.09, 1.49, 0.44], [-1.21, 2.41, 1.77], [-4.47, -0.73, -0.20], [-1.05, 0.22, 0.51], [1.62, 1.42, 0.28], [-0.08, -1.31, -0.95], [0.38, 1.20, -0.19], [-0.82, -2.25, -1.59], [0.90, -1.80, -1.27], [3.64, 0.31, 0.10], [-1.11, -0.43, -1.01], [2.72, 2.28, 2.87], [2.00, 2.07, 1.02], [0.17, -2.44, -1.93], [-0.96, -1.47, -0.01], [0.41, 0.31, -0.29], [0.45, 1.98, 0.42], [-1.08, -4.20, -1.33], [-1.49, 1.01, -0.67], [0.77, 0.18, -1.30], [-0.60, -1.48, 0.16], [0.64, 1.30, -0.90], [0.36, -1.10, -0.97], [1.71, 0.29, 0.13], [-0.64, 1.59, 0.72], [1.23, -0.45, 1.04], [-1.13, 1.01, 1.36], [-1.51, 1.21, 0.98], [-0.61, 0.16, 1.44], [-0.18, -1.79, -0.69], [-1.94, -0.18, 0.44], [-1.84, 0.36, -0.35], [0.62, -1.50, 0.37], [0.62, 1.38, -0.68], [-1.19, -1.46, -0.83], [1.71, 0.47, -0.23], [1.14, -0.02, 0.56], [0.23, 0.21, -1.15], [-0.28, 0.17, -0.21], [0.84, 0.93, -0.07], [0.35, -0.22, 0.53], [-0.35, 0.16, -0.40], [-0.86, -0.41, -0.59], [0.73, 0.40, 0.50], [-0.31, -0.79, 0.12], [-0.14, -0.03, -0.08], [0.00, -0.12, 0.16], [0.07, -0.05, 0.15], [0.01, -0.13, 0.00], [-0.15, -0.14, -0.09], [-0.03, 0.19, -0.03], [0.35, 0.17, 0.25], [0.88, -0.56, -0.54], [-0.42, -0.39, -0.41], [0.31, 0.27, 0.45], [-0.33, 0.88, 0.61], [0.25, -0.74, -0.55], [-0.69, 0.32, 0.06], [-0.06, 0.05, 0.09], [-0.19, -0.06, 0.00], [-0.11, -0.09, -0.08], [-0.10, 0.07, -0.05], [-0.11, 0.18, 0.10], [0.15, -0.06, 0.09], [-0.19, 0.36, 0.24], [0.20, 0.84, -0.84], [0.37, -0.38, -0.50], [-0.25, 0.28, 0.52], [-0.70, -0.18, 0.69], [0.55, 0.27, -0.83], [-0.11, -0.79, 0.33], [0.00, -0.05, 0.11], [0.10, -0.17, 0.01], [0.09, -0.11, -0.08], [-0.05, -0.11, -0.01], [-0.11, -0.12, 0.17], [0.05, 0.17, 0.05]]}



{"formula": "C7H25NO6", "method": "wB97M-V/def2-TZVPD", "charge": 0, "e_tot_ev": -21436.9278, "gap_ha": 0.3373, "smiles": "C=C/C=C/C[C@H](C)N.O.O.O.O.O.O", "relative_energy_kcal_mol": 64.83, "spin_multiplicity": 1, "e_lumo_ev": 0.4, "elements": ["C", "C", "C", "C", "C", "C", "C", "N", "H", "H", "H", "H", "H", "H", "H", "H", "H", "H", "H", "H", "H", "H", "H", "O", "H", "H", "O", "H", "H", "O", "H", "H", "O", "H", "H", "O", "H", "H", "O"], "coordinates": [[-2.29896, -2.11832, 1.42176], [-0.88847, -1.78049, 0.92530], [-0.69549, -0.27068, 0.87718], [0.00854, 0.24863, -0.27823], [0.32918, 1.57481, -0.46239], [1.21099, 2.00691, -1.54474], [2.44209, 1.57458, -1.79116], [0.09320, -2.54351, 1.77836], [-2.55946, -1.69547, 2.41001], [-2.43665, -3.17891, 1.52428], [-3.06485, -2.15413, 0.61934], [-0.68728, -2.28772, -0.11667], [-0.13107, -0.02955, 1.80231], [-1.66153, 0.31584, 0.94118], [0.37750, -0.47571, -1.03745], [0.03024, 2.31267, 0.22439], [0.93625, 2.99798, -1.91761], [2.93288, 0.65883, -1.36538], [3.04577, 1.95118, -2.61395], [0.30834, -3.48848, 1.42259], [-0.18390, -2.67171, 2.71649], [3.55221, -2.83665, -0.72270], [2.40830, -1.97125, -1.01616], [2.94038, -2.58578, -1.42178], [-2.34063, -1.18115, -3.59029], [-2.23281, -0.01700, -2.51097], [-2.70426, -0.75791, -2.79640], [2.08397, 0.18945, 3.17265], [2.03122, 1.60055, 3.12592], [1.64611, 0.84992, 2.66444], [-3.52821, 1.69012, -1.61387], [-2.34910, 1.10870, -0.86496], [-2.88438, 1.78676, -0.90839], [-1.65494, 3.76952, 0.68820], [-1.94399, 3.30580, -0.75094], [-1.60545, 4.05022, -0.23750], [1.86857, -1.71539, 1.40808], [2.64620, -0.57834, 1.32415], [2.76425, -1.49661, 1.37544]], "forces_ev_per_angstrom": [[-0.70, -1.15, -0.95], [-0.43, -2.61, -0.96], [-0.81, 0.17, 1.81], [1.96, 2.14, -1.85], [0.31, -3.94, -0.58], [0.27, 1.53, 0.78], [0.77, -1.79, -0.63], [1.02, 0.43, -1.67], [-0.11, 0.30, -0.84], [0.89, -1.03, 0.82], [0.03, 1.81, 0.39], [-0.76, 1.28, 1.64], [-0.39, 0.17, -0.46], [0.66, -1.05, 0.31], [-0.26, 0.53, 0.43], [-0.49, 0.79, 0.72], [-0.01, -0.34, -0.52], [-0.92, 0.88, 0.02], [-0.22, 0.48, 0.20], [-0.43, 0.91, -0.01], [-0.58, 0.18, 1.15], [0.00, 0.03, 0.01], [-1.92, 2.31, 1.53], [1.93, -2.33, -1.55], [0.21, 0.72, 0.54], [1.66, 1.50, -0.03], [-1.75, -2.24, -0.59], [0.33, -1.70, 0.43], [-0.27, 0.78, -0.36], [0.10, 1.01, 0.12], [0.02, -0.30, 0.01], [4.26, -5.66, 0.21], [-4.51, 5.66, -0.34], [-0.15, 0.08, -0.44], [-0.22, -0.09, 0.24], [0.38, 0.52, 0.39], [-2.92, -1.74, 0.46], [0.50, 2.52, -0.23], [2.50, -0.78, -0.19]]}



> Which formula does entry 1 have?

C26H76O12